(1)
Molecular formula: C2H8N2S
Method: DFT, ωB97M-V with the def2-TZVPD basis set

Calculated values
Total charge: 0
HOMO energy in Ha: -0.332
HOMO-LUMO gap in eV: 9.96
Energy relative to the best compared isomer or geometry (same formula, charge and spin) in kcal/mol: 13.6

Positions of all 13 atoms, in Å:
S  1.86789  -1.49153  4.29779
N  -1.23205  1.46640  -3.66592
N  -2.49238  0.73131  -1.81760
C  -2.31399  1.03274  -3.13688
C  2.92496  -1.04216  2.90931
H  2.34940  -0.88376  2.00927
H  -3.21754  0.79018  -3.72749
H  3.82731  -1.63279  2.74017
H  2.01048  -2.82682  4.19457
H  -1.54656  2.06343  -4.43060
H  -2.04528  1.30031  -1.11695
H  -3.42002  0.54690  -1.47521
H  3.28780  -0.05421  3.21956

***

(2)
Molecular formula: C5H10N2
Method: DFT, ωB97M-V with the def2-TZVPD basis set

Calculated values
Total charge: 0
HOMO energy (alpha / beta) in Ha: -0.247 / -0.367
HOMO-LUMO gap (alpha / beta) in eV: 7.81 / 9.67
Energy relative to the best compared isomer or geometry (same formula, charge and spin) in kcal/mol: 42.8
2S+1: 3

Positions of all 17 atoms, in Å:
N  0.48691  0.05422  -1.53319
N  -0.10641  -1.19984  -1.53967
C  1.96876  0.20325  0.26699
C  -0.60445  -0.23714  -0.61876
C  -0.27793  -0.46522  0.88107
C  0.91122  0.50618  1.25658
C  -1.88879  0.50689  -0.78136
H  -2.40546  0.25880  -1.76911
H  0.14938  -1.51282  0.87595
H  0.34670  -2.01384  -1.33480
H  2.37235  0.98989  -0.32115
H  -1.11669  -0.31618  1.53595
H  -2.73177  0.58169  -0.03964
H  1.28757  0.17362  2.29322
H  2.53256  -0.62590  0.58835
H  -1.47035  1.51318  -0.84476
H  0.54638  1.58321  1.08432

***

(3)
Molecular formula: H3N4
Method: DFT, ωB97M-V with the def2-TZVPD basis set

Calculated values
Total charge: -1
HOMO energy in Ha: -0.093
HOMO-LUMO gap in eV: 8.26
Energy relative to the best compared isomer or geometry (same formula, charge and spin) in kcal/mol: 25.5

Positions of all 7 atoms, in Å:
N  0.19007  0.00463  -0.03372
N  -1.45277  0.16107  -0.06918
N  0.61945  -1.18801  0.02145
N  0.79080  1.12877  -0.00118
H  -1.69676  -0.73579  0.15890
H  1.65883  -1.16370  -0.16768
H  -0.10962  1.79302  0.09142

***

(4)
Molecular formula: C19H39N2O7PSi
Method: DFT, ωB97M-V with the def2-TZVPD basis set

Calculated values
Total charge: 0
HOMO energy in Ha: -0.271
HOMO-LUMO gap in eV: 7.95

Positions of all 69 atoms, in Å:
P  -0.26727  0.58155  -3.40639
Si  1.26763  1.10390  -1.92210
O  -1.53877  3.21040  3.31822
O  -1.39692  3.66939  1.08076
O  -1.25277  -3.92297  3.94142
O  -3.22167  -2.88364  4.46785
O  -0.72665  -0.78578  -0.41636
O  -3.33537  2.87408  1.99935
O  -1.92885  -2.14715  2.72911
N  3.01432  3.53795  -0.04737
N  4.38736  -2.51706  -1.96674
C  -2.22553  -2.97654  3.77469
C  3.25924  3.28923  -1.37673
C  -0.07908  -1.19758  -4.07596
C  4.05213  -0.00039  -1.59561
C  -0.40189  -3.83511  2.80987
C  5.11995  -1.19053  -1.96906
C  2.47386  -0.40117  -1.78354
C  0.43357  1.56272  -0.20700
C  -3.62452  2.29722  3.26258
C  2.16417  2.75701  -2.48420
C  -0.58598  -2.41316  2.37202
C  -2.11496  -1.07059  -0.82469
C  1.02731  -4.16936  3.18822
C  -2.31113  -2.61710  -1.40694
C  -5.07192  2.53894  3.64215
C  -2.64759  2.98567  4.16768
C  -0.77068  0.53701  0.22547
C  -0.43169  1.88479  -4.79244
C  -2.03201  3.28509  2.04532
H  1.32926  -3.64113  4.09950
H  4.19968  0.32764  -0.47434
H  0.06325  -1.70480  2.89839
H  -2.45013  -0.27610  -1.62465
H  -3.42309  1.22087  3.20123
H  -2.79124  -0.90107  0.13212
H  4.90110  -3.19740  -1.35336
H  -3.00301  3.95183  4.54259
H  -2.64021  -2.50564  -2.54055
H  1.72380  -3.91801  2.38294
H  4.37041  3.46336  -1.75164
H  -5.73261  1.93646  3.00962
H  1.23719  1.68761  0.65549
H  3.91395  3.86726  0.41697
H  -0.59615  2.95222  -4.29327
H  2.06640  -1.12320  -0.94886
H  -1.22983  -3.11150  -1.34114
H  -1.12396  -1.66606  -4.32484
H  -5.35440  3.58498  3.47901
H  -0.06718  2.62804  -0.40184
H  -1.78805  1.07986  -0.03077
H  1.30155  3.58238  -2.51492
H  -2.36026  2.35879  5.01762
H  0.48508  1.94548  -5.52285
H  6.01761  -1.13467  -1.19425
H  -0.76777  -4.53780  2.05143
H  -3.11030  -3.22684  -0.79522
H  1.11911  -5.23914  3.40437
H  0.39554  -1.87244  -3.21394
H  -5.26064  2.27745  4.68752
H  -1.43125  1.63515  -5.38580
H  0.64923  -1.30532  -4.99918
H  4.26871  0.88886  -2.35940
H  4.34132  -2.87475  -2.95536
H  2.65942  2.63843  -3.55636
H  -0.44341  -2.29185  1.29364
H  2.40332  -0.99176  -2.81845
H  -0.70429  0.42282  1.40670
H  5.59756  -0.91683  -3.02770